No. 1
ORCA calculation (ωB97M-V/def2-TZVPD) on C36H31GeMgN2 as an isolated structure at a distorted geometry.

Calculated values
- gap between HOMO and LUMO (spin up / spin down) (eV) = 3.007 / 2.643
- total charge = -2
- LUMO (spin up / spin down) (eV) = 4.23 / 4.23
- multiplicity = 2
- expectation value of S² = 0.76

Geometry as XYZ:
```
71
C36H31GeMgN2 (ωB97M-V/def2-TZVPD)
Ge -0.60434 -1.63576 1.75404
Mg 0.19415 0.12327 -0.03411
N 0.47638 -0.84852 -1.86894
N -1.40443 1.02725 -0.94281
C -0.53956 -0.53694 -2.59766
C 0.66959 -2.48897 3.07307
C 3.96389 3.05435 2.97896
C -3.28722 1.74135 -1.97829
C 2.98458 2.24129 2.46760
C -2.94389 -3.06779 0.50301
C -3.23976 -0.83710 5.07625
C -1.79843 -0.74022 3.11983
C -2.46990 1.82512 -0.84149
C 0.20565 -3.85825 -1.67206
C -0.34184 -5.10507 -1.91699
C -3.36074 -1.79893 0.03348
C -1.48837 -4.48903 1.77601
C 0.96755 -3.74050 -3.93908
C 3.47795 3.11280 0.24522
C -2.23679 -5.61787 1.39543
C -0.22145 -5.68726 -3.17400
C -4.75670 -4.04591 -0.82655
C -3.48486 0.52770 4.98507
C 0.86810 -3.15836 -2.68098
C 1.44865 -1.79532 -2.38402
C 4.73431 3.90992 2.17152
C -2.88612 1.26144 3.97056
C -2.05603 0.62949 3.05316
C 0.43687 -5.00075 -4.18385
C 4.44782 3.91269 0.79633
C 1.73271 1.36529 0.50462
C 2.67238 2.18744 1.04037
C -3.30639 -5.49018 0.54974
C -2.67298 0.82059 -2.82564
C -4.41122 -1.66622 -0.83549
C -5.11104 -2.80169 -1.27801
C -1.81358 -3.21243 1.36677
C -3.67780 -4.21300 0.07251
C -2.40735 -1.45364 4.15271
C -1.51439 0.39521 -2.15766
H 1.92748 -1.40087 -3.28723
H -3.86815 -6.36177 0.22951
H 2.40640 1.60108 3.12701
H 4.14629 3.03716 4.05333
H 1.24999 -1.68965 3.53719
H -4.68961 -0.68207 -1.19071
H -3.70181 -1.41624 5.86940
H 5.50819 4.54375 2.59226
H -0.68436 -0.98098 -3.58933
H -1.58166 1.21523 2.26990
H -0.87393 -5.61604 -1.12460
H -0.63290 -4.62907 2.42905
H 0.10843 -3.40533 -0.69148
H -3.01769 0.47647 -3.79117
H 2.22306 -1.89284 -1.61991
H -5.29638 -4.92424 -1.16689
H -2.83144 -0.91347 0.36265
H 1.46369 -3.20314 -4.74048
H 5.01344 4.57320 0.13878
H -2.62276 2.44350 0.03234
H -3.06485 2.32886 3.90183
H 1.37822 -3.16269 2.58290
H 0.14995 -3.04121 3.86113
H 0.53333 -5.44793 -5.16684
H -4.20198 2.28649 -2.15866
H 3.28350 3.14836 -0.82247
H -5.92699 -2.69273 -1.98341
H -1.96023 -6.59926 1.76864
H -0.64673 -6.66511 -3.36619
H -4.13679 1.01490 5.70209
H -2.23135 -2.52350 4.22858
```

---

No. 2
ORCA calculation (ωB97M-V/def2-TZVPD) on C12H24O8S2V as an isolated structure at a distorted geometry.

Calculated values
- gap between HOMO and LUMO (spin up / spin down) (eV) = 2.983 / 4.236
- ΔE to the lowest compared entry with this formula, charge and spin (kcal per mole) = 42.7
- total charge = -2
- LUMO (spin up / spin down) (eV) = 4.35 / 4.35
- multiplicity = 4
- expectation value of S² = 3.76

Geometry as XYZ:
```
47
C12H24O8S2V (ωB97M-V/def2-TZVPD)
V 0.48016 -0.81489 -0.22032
S 2.10580 0.15722 -3.37975
S -1.55732 0.29399 2.63224
O 2.22526 -1.30904 1.25224
O -2.25176 1.46181 2.15173
O 1.06124 1.30460 0.24318
O -0.77975 -0.51172 1.70963
O 1.84977 -0.44223 -2.02320
O -0.00631 -3.00822 -0.48146
O -1.38779 -0.45137 -1.38272
O 3.34940 -0.25025 -4.06880
C -1.34276 -3.01299 -0.88578
C 0.35759 1.48586 -5.04340
C -1.47814 0.09196 5.43240
C 0.57371 0.05101 -4.51619
C -0.62928 0.61232 4.20741
C 2.97843 -0.10467 1.22394
C 2.19291 1.96513 -3.23587
C -1.82695 -1.77828 -1.77060
C -2.88479 -0.71308 3.46406
C 2.18722 1.23354 1.10573
C -2.22571 -1.11766 4.79750
C 0.80708 2.46421 -3.89124
H -1.55064 -1.92914 4.52569
H -3.24475 -1.41943 2.71600
H -2.91655 -1.76562 -1.74396
H -3.67557 -0.03232 3.77921
H 0.78431 -0.72272 -5.25449
H -3.01007 -1.55105 5.41803
H -0.44855 1.68371 4.29430
H 0.77307 3.46140 -4.33005
H 2.99900 2.31151 -3.88266
H 2.89149 2.05794 0.99408
H -2.19703 0.83346 5.78092
H 0.32993 0.09819 4.14671
H -1.58835 -2.00988 -2.80864
H -1.53553 -4.00948 -1.28321
H -0.80192 -0.17882 6.24326
H -0.68551 1.66388 -5.30483
H 3.73505 -0.29174 0.46195
H -1.94627 -3.07636 0.01968
H 1.79636 1.37675 2.11311
H 3.52486 -0.05404 2.16572
H -0.04582 2.36000 -3.22056
H 0.80345 1.59129 -6.03244
H -0.27490 -0.24037 -3.89728
H 2.48606 2.23538 -2.22141
```

---

No. 3
ORCA calculation (ωB97M-V/def2-TZVPD) on an isolated ion of composition CH2NO2 and charge -1 at a distorted geometry.

Calculated values
- gap between HOMO and LUMO (eV) = 8.631
- ΔE to the lowest compared entry with this formula, charge and spin (kcal per mole) = 0.5
- structure (SMILES) = NC(=O)[O-]
- total charge = -1
- LUMO (eV) = 4.79
- multiplicity = 1

Geometry as XYZ:
```
6
CH2NO2 (ωB97M-V/def2-TZVPD)
O -1.03029 0.76086 1.04700
O -1.35182 -0.26917 -0.95348
N 0.77467 0.06595 -0.15527
C -0.68500 0.21212 -0.01823
H 1.08070 -0.74974 -0.67562
H 1.21174 -0.02003 0.75561
```

---

What is the formula in the third record? CH2NO2

---

Number 1 is which compound? C36H31GeMgN2